# 1
C19H26N3O2 | ωB97M-V with the def2-TZVPD basis set

Geometry as XYZ:
```
50
C19H26N3O2 | the OMol25 dataset | ωB97M-V with the def2-TZVPD basis set
C 4.403 1.538 1.656
C 4.970 0.397 0.871
C 6.328 0.133 0.845
C 6.841 -0.923 0.108
C 5.986 -1.732 -0.613
C 4.620 -1.489 -0.603
C 4.114 -0.431 0.133
O 2.771 -0.108 0.211
C 1.859 -0.846 -0.550
C 0.486 -0.208 -0.323
O -0.550 -0.971 -0.946
H -0.332 -1.908 -0.884
C 0.493 1.227 -0.894
N -0.714 2.002 -0.803
C -1.261 2.301 0.488
C -2.244 1.215 1.000
N -2.755 0.430 -0.152
H -1.984 -0.201 -0.485
C -3.926 -0.377 0.197
N -4.841 0.249 0.907
C -5.942 -0.407 1.231
C -6.165 -1.723 0.850
C -5.195 -2.370 0.100
C -4.036 -1.683 -0.244
H -3.260 -2.149 -0.832
H -5.332 -3.392 -0.215
H -7.074 -2.227 1.132
H -6.660 0.150 1.814
C -3.053 1.343 -1.280
C -1.719 1.873 -1.835
H -1.901 2.854 -2.293
H -1.347 1.204 -2.613
H -3.689 2.145 -0.903
H -3.601 0.797 -2.050
H -3.102 1.669 1.499
H -1.765 0.523 1.694
H -1.788 3.257 0.413
H -0.447 2.426 1.201
H 0.775 1.177 -1.947
H 1.286 1.758 -0.362
H 0.309 -0.177 0.762
H 2.112 -0.817 -1.620
H 1.836 -1.900 -0.222
H 3.971 -2.135 -1.173
H 6.371 -2.558 -1.190
H 7.903 -1.111 0.101
H 6.995 0.766 1.410
H 3.948 2.266 0.986
H 3.628 1.182 2.333
H 5.180 2.030 2.233
```

Summary:
HOMO energy in eV: -10.7
SMILES: Cc1ccccc1OC[C@H](O)CN1CC[NH+](c2ccccn2)CC1
Orbital gap in eV: 8.10
LUMO in eV: -2.6
Energy relative to the best compared isomer or geometry (same formula, charge and spin) in eV: 0.759
Net charge: +1

# 2
C19H26N3O2PdS2Se | ωB97M-V with the def2-TZVPD basis set

Geometry as XYZ:
```
54
C19H26N3O2PdS2Se | the OMol25 dataset | ωB97M-V with the def2-TZVPD basis set
Pd 0.212 -1.403 -1.852
O -0.572 0.720 -1.692
S -1.951 1.346 -1.538
C -2.262 1.437 0.261
C -1.776 0.175 0.981
C -0.686 0.467 2.014
C 0.611 0.976 1.381
S 1.685 -0.341 0.779
O 0.766 -1.453 0.263
C 2.251 -0.943 2.355
C 1.956 -2.244 2.730
C 2.465 -2.726 3.931
C 3.263 -1.916 4.725
C 3.562 -0.619 4.325
C 3.063 -0.126 3.132
C -1.713 3.079 -1.821
C -0.427 3.588 -1.880
C -0.271 4.957 -2.052
C -1.384 5.782 -2.155
C -2.666 5.248 -2.107
C -2.840 3.882 -1.946
H -3.338 1.582 0.361
H -1.765 2.344 0.604
H -1.359 -0.523 0.260
H -2.617 -0.324 1.464
H -0.485 -0.440 2.587
H -1.040 1.219 2.721
H 1.224 1.532 2.092
H 0.442 1.610 0.508
H 1.337 -2.860 2.092
H 2.246 -3.741 4.237
H 3.661 -2.296 5.657
H 4.196 0.007 4.939
H 3.314 0.880 2.813
H 0.427 2.924 -1.828
H 0.725 5.376 -2.117
H -1.253 6.849 -2.285
H -3.529 5.892 -2.209
H -3.836 3.451 -1.924
N 0.796 -3.530 -2.190
C -0.177 -4.374 -1.486
C -1.574 -3.963 -1.896
N -1.805 -2.548 -1.527
H 0.809 -3.713 -3.188
H 1.740 -3.656 -1.845
H -0.052 -4.196 -0.417
H -0.031 -5.437 -1.673
H -2.296 -4.630 -1.426
H -1.693 -4.058 -2.976
H -2.113 -2.482 -0.563
H -2.531 -2.137 -2.101
Se 3.036 1.891 -2.773
C 2.332 0.292 -2.835
N 1.924 -0.823 -2.908
```

Summary:
HOMO energy (alpha / beta) in eV: -10.2 / -10.1
Spin multiplicity: 3
Orbital gap (alpha / beta) in eV: 7.83 / 5.74
LUMO (alpha / beta) in eV: -2.3 / -4.3
Net charge: +1

# 3
C19H26N4O5S | ωB97M-V with the def2-TZVPD basis set

Geometry as XYZ:
```
55
C19H26N4O5S | the OMol25 dataset | ωB97M-V with the def2-TZVPD basis set
C -7.067 -0.326 -0.462
C -6.090 -0.058 -1.604
O -4.981 0.718 -1.202
C -3.978 0.146 -0.483
C -3.863 -1.201 -0.174
C -2.773 -1.666 0.552
C -1.788 -0.801 0.979
C -1.904 0.570 0.672
C -2.985 1.030 -0.049
H -3.066 2.073 -0.301
N -0.865 1.394 1.124
C -0.425 2.547 0.563
O -1.046 3.174 -0.268
C 0.950 3.046 1.036
C 1.764 3.366 -0.225
C 2.105 2.065 -0.942
N 2.894 1.220 -0.069
S 3.608 -0.075 -0.806
O 4.520 -0.681 0.125
O 4.105 0.338 -2.080
C 2.339 -1.317 -1.016
C 1.032 -1.403 -1.424
N 0.596 -2.679 -1.295
C 1.603 -3.364 -0.822
N 2.685 -2.582 -0.627
H 3.600 -2.807 -0.266
H 1.582 -4.414 -0.611
H 0.383 -0.639 -1.801
C 2.248 0.863 1.176
C 1.786 2.117 1.921
H 1.252 1.830 2.829
H 2.674 2.674 2.228
H 2.994 0.326 1.766
H 1.406 0.183 0.982
H 2.710 2.244 -1.831
H 1.175 1.561 -1.244
H 1.174 3.999 -0.888
H 2.683 3.886 0.045
H 0.761 3.979 1.580
H -0.281 0.930 1.803
O -0.663 -1.153 1.692
C -0.471 -2.516 2.013
C 0.857 -2.635 2.746
H 1.037 -3.672 3.013
H 1.669 -2.283 2.115
H 0.839 -2.035 3.652
H -0.456 -3.115 1.093
H -1.291 -2.867 2.655
H -2.710 -2.721 0.763
H -4.602 -1.918 -0.492
H -6.579 0.548 -2.373
H -5.762 -0.998 -2.066
H -7.925 -0.878 -0.834
H -7.407 0.617 -0.042
H -6.591 -0.900 0.329
```

Summary:
HOMO energy in eV: -7.9
SMILES: CCOc1ccc(OCC)c(NC(=O)C2CCN(S(=O)(=O)c3cnc[nH]3)CC2)c1
Orbital gap in eV: 8.46
LUMO in eV: 0.6
Energy relative to the best compared isomer or geometry (same formula, charge and spin) in eV: 2.095
Net charge: 0

# 4
C19H26N5NiO4SeSi | ωB97M-V with the def2-TZVPD basis set

Geometry as XYZ:
```
57
C19H26N5NiO4SeSi | the OMol25 dataset | ωB97M-V with the def2-TZVPD basis set
Ni -0.311 -0.075 -0.443
N 0.450 2.164 -0.436
C -0.218 2.922 -1.491
C -1.365 2.129 -2.135
O -2.071 2.717 -2.947
O -1.451 0.893 -1.793
H 0.086 2.361 0.487
H 1.449 2.313 -0.416
H 0.489 3.146 -2.290
H -0.632 3.871 -1.150
N -2.017 -1.450 -0.646
C -1.744 -2.849 -0.330
C -0.233 -3.112 -0.262
O 0.171 -4.272 -0.301
O 0.472 -2.051 -0.128
H -2.840 -1.086 -0.183
H -2.130 -1.289 -1.639
H -2.183 -3.548 -1.040
H -2.139 -3.077 0.659
Se 2.867 -1.350 -1.125
N 1.645 -0.261 -1.793
C 2.058 0.073 -3.014
C 1.318 0.889 -3.921
C 1.870 1.181 -5.127
C 3.161 0.692 -5.503
C 3.883 -0.110 -4.677
C 3.348 -0.442 -3.398
N 3.954 -1.205 -2.494
H 0.326 1.226 -3.647
H 1.312 1.789 -5.830
H 3.564 0.961 -6.471
H 4.851 -0.501 -4.965
C 0.350 0.584 4.385
Si 0.879 0.001 2.670
C 2.310 1.107 2.129
C 1.599 -1.732 2.899
N -0.404 0.269 1.579
C -1.725 0.031 1.950
C -2.754 0.904 1.542
C -4.081 0.672 1.866
C -4.448 -0.439 2.622
C -3.454 -1.315 3.037
C -2.123 -1.091 2.703
H 1.209 0.641 5.065
H -0.382 -0.101 4.824
H -0.115 1.574 4.330
H 3.219 0.857 2.686
H 2.079 2.162 2.303
H 2.532 0.977 1.064
H 2.686 -1.726 2.761
H 1.179 -2.431 2.168
H 1.389 -2.114 3.902
H -2.483 1.764 0.937
H -4.840 1.369 1.528
H -5.485 -0.619 2.879
H -3.718 -2.193 3.617
H -1.357 -1.803 3.001
```

Summary:
HOMO energy (alpha / beta) in eV: -4.6 / -4.7
Spin multiplicity: 3
Orbital gap (alpha / beta) in eV: 6.25 / 6.32
LUMO (alpha / beta) in eV: 1.6 / 1.6
Net charge: -1